Here is a cluster of 2 separate species, C2H8O in total in a non-equilibrium geometry from the Open Molecules 2025 dataset. Energies are from ωB97M-V with the def2-TZVPD basis set.

Summary:
- electronic energy (Eh) = -156.21556
- orbital gap (eV) = 12.37
- energy above the lowest of the compared OMol25 structures with the same formula, charge and spin (eV) = 0.260
- E_HOMO (eV) = -11.41
- SMILES = CC.O

Positions of all 11 atoms, in Å:
C 0.242 -0.243 -0.779
C -1.019 -0.867 -0.365
H 0.613 0.494 -0.048
H 0.187 0.241 -1.769
H 0.961 -1.077 -0.834
H -1.325 -1.518 -1.200
H -1.790 -0.090 -0.224
H -0.962 -1.475 0.553
O 0.850 1.624 1.895
H 1.296 2.198 1.232
H 0.948 0.712 1.540